Entry from the OMol25 dataset: a cluster of 2 separate species, C6H7BrO4 in total (ωB97M-V/def2-TZVPD).

Computed properties:
HOMO (alpha / beta) = -8.8 / -8.8 eV
HOMO-LUMO gap (alpha / beta) = 6.787 / 6.793 eV
charge = 0

```
18
Properties=species:S:1:pos:R:3:nbo_charge:R:1
C 0.65 0.26 1.58 -0.25
C -0.54 -0.33 1.19 -0.13
C 1.27 1.17 0.62 0.46
C -1.24 -0.06 -0.16 0.02
C 0.34 1.69 -0.52 0.71
C -1.08 -1.29 -1.14 -0.08
O 2.16 1.99 0.91 -0.58
O -0.75 1.04 -0.91 -0.44
O 0.73 2.66 -1.16 -0.56
O -1.86 -2.34 -0.77 -0.72
Br 2.96 -0.88 0.19 -0.54
H 1.09 0.14 2.54 0.25
H -0.87 -1.26 1.50 0.22
H -2.30 0.09 -0.17 0.23
H -0.05 -1.62 -1.41 0.20
H -1.35 -0.97 -2.25 0.19
H 2.16 2.76 0.29 0.53
H -1.33 -3.05 -0.32 0.48
```


Entry from the OMol25 dataset: a structure of composition C2H4O2Si (ωB97M-V/def2-TZVPD).

Computed properties:
HOMO = -8.7 eV
HOMO-LUMO gap = 8.468 eV
charge = 0

```
9
Properties=species:S:1:pos:R:3:nbo_charge:R:1
C -1.43 0.21 0.39 0.02
C 1.67 0.36 0.29 0.24
O -2.16 1.15 0.11 -0.50
O 2.74 0.15 -0.23 -0.51
Si -0.33 -0.79 -0.73 0.77
H -1.22 0.09 1.45 0.11
H 1.50 1.20 0.98 0.13
H -0.22 -0.08 -1.91 -0.15
H -0.54 -2.29 -0.37 -0.10
```


Entry from the OMol25 dataset: the molecule C3H4N2O (ωB97M-V/def2-TZVPD).

Computed properties:
HOMO = -10.5 eV
HOMO-LUMO gap = 11.154 eV
charge = 0
SMILES = N#C[C@H]1O[C@@H]1N

```
10
Properties=species:S:1:pos:R:3:nbo_charge:R:1
C -0.45 1.90 -1.14 0.22
C 0.54 0.61 -0.38 0.05
C -0.08 -0.26 0.64 0.21
N -1.01 2.72 -1.67 -0.36
N 0.22 -1.63 0.73 -0.84
O 0.84 0.70 0.98 -0.44
H 1.29 0.27 -1.12 0.23
H -1.17 -0.07 0.96 0.18
H -0.60 -1.99 1.11 0.37
H 0.43 -2.24 -0.10 0.39
```


Entry from the OMol25 dataset: a cluster of 7 separate species, C51H77FIN8O6 in total (ωB97M-V/def2-TZVPD).

Computed properties:
HOMO = -9.5 eV
HOMO-LUMO gap = 6.654 eV
charge = +1

```
144
Properties=species:S:1:pos:R:3:lowdin_charge:R:1
C 3.35 -5.10 3.58 0.11
C 3.00 -4.01 3.96 -0.12
C 2.64 -2.58 4.17 -0.19
C 3.23 -1.63 3.09 -0.18
C 2.37 -0.34 2.99 -0.13
C 1.23 -0.37 1.94 -0.13
N 1.64 -0.76 0.56 0.21
C 1.96 0.36 -0.38 -0.31
C 3.29 1.00 0.06 -0.11
C 4.42 -0.02 0.26 -0.80
O 4.50 -1.07 -0.26 0.04
I 5.91 0.55 1.72 0.95
O 2.06 -0.35 -1.60 -0.08
C 2.92 0.24 -2.58 -0.18
C 2.62 -0.43 -3.94 -0.14
C 2.67 -1.98 -3.81 -0.23
C 1.28 -2.62 -3.60 -0.10
C 0.74 1.38 -0.42 -0.30
C -0.15 1.10 -1.63 -0.12
N -0.80 -0.22 -1.45 -0.07
C -1.47 -0.62 -2.72 -0.09
C 1.24 2.85 -0.48 -0.05
C 0.18 3.91 -0.78 -0.36
C 0.74 5.32 -0.45 -0.02
F -1.02 3.74 -0.10 -0.01
O -0.17 1.25 0.67 -0.01
C 0.32 0.90 1.93 -0.35
C 0.92 2.09 2.74 -0.06
C 0.13 3.40 2.63 -0.19
O 0.74 4.43 2.66 0.05
C -0.95 0.50 2.74 -0.13
O -1.71 -0.44 2.02 -0.12
C -3.01 0.05 1.67 -0.14
C -3.59 -0.93 0.64 -0.20
O -4.06 -2.10 1.28 -0.12
C -3.82 -3.20 0.42 -0.28
C -4.52 -4.47 0.90 -0.06
H 3.66 -6.03 3.17 0.04
H 3.08 -2.29 5.13 0.10
H 1.57 -2.42 4.29 0.11
H 3.43 -2.13 2.13 0.10
H 4.20 -1.31 3.47 0.06
H 3.04 0.51 2.91 0.07
H 1.87 -0.24 3.96 0.13
H 0.57 -1.19 2.27 0.16
H 0.80 -1.18 0.12 0.19
H 2.35 -1.49 0.52 0.17
H 3.13 1.48 1.03 0.09
H 3.67 1.79 -0.58 0.14
H 2.67 1.30 -2.68 0.12
H 3.99 0.10 -2.39 0.13
H 1.65 -0.08 -4.32 0.10
H 3.44 -0.15 -4.60 0.12
H 3.02 -2.35 -4.78 0.11
H 3.40 -2.31 -3.06 0.11
H 0.63 -2.22 -4.39 0.07
H 0.84 -2.33 -2.64 0.05
H 1.30 -3.71 -3.70 0.08
H -0.98 1.83 -1.66 0.14
H 0.36 1.20 -2.59 0.13
H -1.57 -0.02 -0.83 0.07
H -1.61 -1.71 -2.66 0.08
H -2.48 -0.20 -2.81 0.08
H -0.86 -0.39 -3.59 0.06
H 1.96 2.91 -1.31 0.13
H 1.80 3.16 0.40 0.11
H -0.03 3.92 -1.85 0.14
H 1.18 5.71 -1.37 0.09
H -0.07 6.00 -0.17 0.08
H 1.54 5.29 0.29 0.07
H 0.85 1.79 3.80 0.13
H 1.97 2.30 2.55 0.11
H -0.96 3.39 2.49 0.14
H -1.57 1.37 2.97 0.13
H -0.60 0.02 3.67 0.15
H -2.90 1.06 1.25 0.13
H -3.66 0.02 2.55 0.14
H -2.73 -1.23 0.01 0.09
H -4.35 -0.46 0.00 0.14
H -4.14 -2.97 -0.61 0.12
H -2.74 -3.42 0.36 0.12
H -3.96 -5.33 0.49 0.07
H -5.54 -4.58 0.52 0.08
H -4.50 -4.57 1.98 0.06
N -3.25 0.21 -5.97 0.00
C -4.14 0.99 -5.28 -0.16
C -5.39 0.46 -5.45 -0.11
C -5.25 -0.69 -6.27 -0.11
C -3.92 -0.82 -6.57 -0.14
H -2.27 0.37 -6.02 0.13
H -3.81 1.86 -4.72 0.10
H -6.31 0.85 -5.03 0.09
H -6.04 -1.35 -6.60 0.09
H -3.40 -1.55 -7.16 0.10
N 5.49 -2.29 6.25 0.00
C 4.91 -2.76 7.40 -0.14
C 4.68 -1.69 8.22 -0.10
C 5.12 -0.52 7.54 -0.10
C 5.61 -0.92 6.32 -0.15
H 5.77 -2.85 5.47 0.14
H 4.73 -3.81 7.53 0.11
H 4.23 -1.73 9.20 0.09
H 5.08 0.49 7.90 0.09
H 6.05 -0.36 5.51 0.09
N 2.84 4.83 4.56 0.01
C 3.26 3.65 5.10 -0.15
C 4.50 3.86 5.66 -0.11
C 4.84 5.22 5.43 -0.10
C 3.79 5.79 4.76 -0.13
H 1.96 4.97 4.08 0.10
H 2.65 2.77 5.06 0.09
H 5.10 3.12 6.16 0.08
H 5.74 5.72 5.74 0.09
H 3.64 6.80 4.40 0.11
N -4.61 -4.31 -11.19 0.00
C -4.95 -4.78 -9.95 -0.14
C -5.15 -3.69 -9.13 -0.12
C -4.94 -2.53 -9.91 -0.12
C -4.61 -2.94 -11.18 -0.14
H -4.41 -4.88 -11.99 0.14
H -5.01 -5.83 -9.76 0.11
H -5.43 -3.74 -8.09 0.08
H -5.02 -1.50 -9.58 0.08
H -4.37 -2.38 -12.07 0.11
N -2.62 6.87 -1.07 -0.01
C -2.39 8.02 -1.78 -0.14
C -3.21 8.99 -1.29 -0.11
C -3.97 8.41 -0.23 -0.11
C -3.58 7.11 -0.12 -0.14
H -2.16 5.99 -1.22 0.11
H -1.66 8.04 -2.58 0.10
H -3.27 10.01 -1.64 0.09
H -4.71 8.90 0.37 0.09
H -3.90 6.33 0.55 0.10
N -0.05 -6.06 3.07 0.01
C -0.91 -5.20 3.70 -0.15
C -2.18 -5.64 3.47 -0.12
C -2.09 -6.81 2.68 -0.11
C -0.76 -7.05 2.45 -0.13
H 0.95 -5.97 3.07 0.10
H -0.54 -4.35 4.25 0.10
H -3.08 -5.16 3.83 0.09
H -2.91 -7.42 2.32 0.09
H -0.27 -7.83 1.91 0.11
```


Entry from the OMol25 dataset: the molecule C4H7NOS2 (ωB97M-V/def2-TZVPD).

Computed properties:
HOMO = -8.6 eV
HOMO-LUMO gap = 9.042 eV
charge = 0
SMILES = CS[C@H]1SN=C[C@H]1O

```
15
Properties=species:S:1:pos:R:3:nbo_charge:R:1
C -2.68 -0.22 -0.15 -0.77
C 0.06 -0.18 0.58 -0.53
C 1.80 -0.42 -0.87 0.06
C 1.41 0.45 0.32 0.01
H -2.88 -0.10 0.91 0.21
H -2.69 -1.32 -0.32 0.23
H -3.42 0.36 -0.77 0.24
H -0.28 -0.02 1.59 0.24
H 2.46 -0.02 -1.65 0.20
H 2.08 0.38 1.18 0.19
H 2.40 2.10 0.29 0.47
N 1.36 -1.58 -0.94 -0.51
O 1.39 1.84 0.13 -0.69
S -1.18 0.65 -0.56 0.21
S 0.18 -1.90 0.27 0.44
```


Entry from the OMol25 dataset: the molecule C23H29N3O3 (ωB97M-V/def2-TZVPD).

Computed properties:
HOMO = -7.6 eV
HOMO-LUMO gap = 8.201 eV
charge = 0
SMILES = CCN(CC)c1ccc(C(=O)OCC(=O)N2CCN(c3ccccc3)CC2)cc1

```
58
Properties=species:S:1:pos:R:3:nbo_charge:R:1
C 3.18 -1.07 6.32 -0.62
H 3.73 -0.64 5.48 0.21
H 3.16 -0.36 7.14 0.21
H 3.72 -1.96 6.65 0.21
C 1.75 -1.44 5.90 -0.21
N 1.72 -2.39 4.81 -0.44
C 1.73 -2.01 3.50 0.31
C 1.96 -0.67 3.13 -0.33
C 1.97 -0.28 1.81 -0.14
C 1.77 -1.21 0.79 -0.19
C 1.54 -2.54 1.15 -0.13
C 1.52 -2.93 2.46 -0.33
H 1.33 -3.97 2.68 0.21
H 1.38 -3.26 0.36 0.23
C 1.79 -0.85 -0.63 0.77
O 1.60 -1.61 -1.54 -0.59
O 2.01 0.48 -0.82 -0.52
C 2.10 0.91 -2.17 -0.17
H 2.08 2.00 -2.13 0.21
H 3.05 0.58 -2.60 0.22
C 1.02 0.39 -3.12 0.68
O 1.32 0.03 -4.24 -0.62
N -0.27 0.43 -2.71 -0.45
C -0.79 0.99 -1.48 -0.22
H 0.02 1.40 -0.87 0.23
C -1.78 2.12 -1.80 -0.21
N -2.63 1.78 -2.93 -0.45
C -2.88 2.73 -3.90 0.27
C -3.05 2.40 -5.25 -0.31
C -3.34 3.38 -6.18 -0.17
C -3.46 4.71 -5.80 -0.26
C -3.30 5.04 -4.47 -0.18
C -3.01 4.07 -3.53 -0.30
H -2.92 4.35 -2.49 0.21
H -3.40 6.07 -4.15 0.21
H -3.69 5.47 -6.53 0.21
H -3.46 3.11 -7.22 0.21
H -2.94 1.39 -5.60 0.21
C -2.65 0.36 -3.21 -0.23
H -3.01 -0.15 -2.31 0.19
C -1.27 -0.15 -3.60 -0.23
H -1.00 0.15 -4.62 0.23
H -1.22 -1.24 -3.54 0.20
H -3.37 0.16 -4.00 0.22
H -2.39 2.31 -0.90 0.19
H -1.22 3.02 -2.04 0.20
H -1.27 0.19 -0.90 0.19
H 2.16 0.75 1.56 0.22
H 2.14 0.08 3.88 0.21
C 1.69 -3.78 5.20 -0.21
C 0.26 -4.32 5.34 -0.62
H -0.28 -3.76 6.09 0.21
H -0.27 -4.24 4.40 0.21
H 0.28 -5.37 5.64 0.21
H 2.25 -4.38 4.48 0.20
H 2.20 -3.88 6.16 0.20
H 1.21 -0.54 5.61 0.20
H 1.23 -1.88 6.75 0.20
```


> charge of number 3 (C3H4N2O)?

0